{"formula": "C3H5BrNO2", "method": "ωB97M-V/def2-TZVPD", "symbols": ["C", "C", "C", "N", "O", "O", "Br", "H", "H", "H", "H", "H"], "positions_angstrom": [[0.7364, 2.6596, 3.0786], [0.2929, -0.1603, 0.4319], [-0.3334, 1.0248, -0.3021], [0.3779, 2.3150, -0.1506], [0.1006, 3.6004, 3.2327], [1.5030, 1.7936, 3.1709], [2.0374, 2.1890, -1.0108], [0.2884, 0.2396, 1.5470], [-0.1428, -1.0993, 0.1758], [1.3938, -0.4574, 0.2014], [-0.4736, 0.6934, -1.3535], [-1.4370, 1.1675, 0.1459]], "forces_ev_per_angstrom": [[1.7, -0.7, 0.6], [2.2, 1.1, 2.1], [-0.5, 0.6, 0.0], [-1.8, -0.7, 0.7], [-1.5, 1.2, -0.4], [-0.2, -0.5, -0.5], [0.6, -0.2, -0.4], [0.0, -1.8, -1.9], [-1.3, -0.8, 0.5], [-1.5, 1.4, 0.1], [-0.1, 0.3, -0.1], [2.3, -0.1, -0.8]], "spin_multiplicity": 1, "e_above_lowest_kcal_mol": 14.9, "total_charge": -1, "homo_ev": -2.080}